{"formula": "C16H48BF4N4O4", "method": "ωB97M-V/def2-TZVPD", "elements": ["B", "F", "F", "F", "F", "C", "C", "C", "O", "C", "N", "H", "H", "H", "H", "H", "H", "H", "H", "H", "H", "H", "H", "C", "C", "C", "O", "C", "N", "H", "H", "H", "H", "H", "H", "H", "H", "H", "H", "H", "H", "C", "C", "C", "O", "C", "N", "H", "H", "H", "H", "H", "H", "H", "H", "H", "H", "H", "H", "C", "C", "C", "O", "C", "N", "H", "H", "H", "H", "H", "H", "H", "H", "H", "H", "H", "H"], "xyz": [[-21.20718, -2.09133, -1.46252], [-20.01011, -2.59373, -1.93554], [-22.36112, -2.68826, -1.96508], [-21.30321, -2.34977, -0.14565], [-21.27292, -0.68157, -1.73834], [-21.57512, -5.19544, 1.89210], [-20.06720, -5.07582, 1.65800], [-19.29022, -6.26774, 2.20005], [-17.91443, -6.14356, 1.85151], [-17.14996, -7.35219, 2.14553], [-19.86647, -4.87392, 0.18431], [-20.41056, -4.11268, -0.19590], [-18.91160, -4.59611, 0.00783], [-20.15162, -5.62091, -0.43278], [-21.86553, -5.33391, 2.93354], [-22.15699, -5.91573, 1.31703], [-22.11190, -4.25620, 1.75867], [-19.78764, -4.07648, 1.99156], [-19.65438, -7.21883, 1.81158], [-19.36507, -6.41474, 3.27749], [-17.50640, -8.12208, 1.46121], [-17.24598, -7.63355, 3.19421], [-16.08079, -7.30007, 1.93997], [-19.05942, -4.27298, -4.48224], [-20.41725, -4.34137, -5.24541], [-21.42923, -3.31565, -4.82501], [-22.59890, -3.27192, -5.61727], [-23.39119, -2.15547, -5.38197], [-20.25886, -4.39303, -6.74439], [-21.09216, -4.84813, -7.08874], [-20.32578, -3.46333, -7.13335], [-19.42785, -4.92968, -6.94819], [-19.08526, -4.79958, -3.52823], [-18.81644, -3.23701, -4.24602], [-18.19651, -4.65212, -5.02972], [-20.92610, -5.29888, -5.13433], [-21.00241, -2.31482, -4.89032], [-21.66093, -3.63687, -3.80952], [-23.99389, -2.45247, -4.52369], [-24.13049, -1.99710, -6.16710], [-22.80528, -1.28358, -5.09105], [-18.19808, 0.19543, -3.21216], [-17.46648, -0.23849, -1.93608], [-16.33938, 0.64683, -1.33532], [-16.84861, 1.89312, -0.90243], [-15.74433, 2.72381, -0.47865], [-18.56301, -0.46608, -0.87336], [-18.32570, -0.88719, 0.01346], [-19.11990, 0.35927, -0.70376], [-19.19798, -1.07858, -1.36505], [-19.01269, -0.48079, -3.47149], [-17.61229, 0.42799, -4.10146], [-18.59440, 1.20878, -3.14763], [-17.16883, -1.26736, -2.13839], [-15.46443, 0.56422, -1.98011], [-15.92695, 0.14977, -0.45730], [-15.00990, 2.94094, -1.25426], [-14.97853, 2.32103, 0.18424], [-16.16517, 3.61632, -0.01558], [-25.43070, -2.30296, -0.66812], [-24.88091, -1.09009, 0.13754], [-24.40044, -1.25836, 1.56581], [-23.89996, 0.00943, 2.09586], [-24.83886, 0.82596, 2.75355], [-23.78794, -0.44461, -0.62716], [-23.39793, 0.09259, 0.13403], [-22.98188, -0.97415, -0.92709], [-24.10158, 0.13386, -1.39338], [-24.73255, -2.62594, -1.44038], [-26.46431, -2.25454, -1.01078], [-25.53453, -3.15284, 0.00645], [-25.56577, -0.24248, 0.11250], [-23.61754, -2.01201, 1.65065], [-25.19064, -1.59821, 2.23527], [-25.88448, 0.87539, 2.44969], [-24.31012, 1.77709, 2.81607], [-24.78956, 0.35466, 3.73515]], "lowdin_charge": [-1.43, 0.12, 0.12, 0.17, 0.09, -0.05, -0.30, -0.20, -0.24, -0.06, 0.19, 0.08, 0.08, 0.10, 0.09, 0.09, 0.06, 0.14, 0.13, 0.14, 0.09, 0.09, 0.09, -0.05, -0.30, -0.21, -0.17, -0.09, 0.24, 0.16, 0.17, 0.17, 0.05, 0.06, 0.08, 0.15, 0.13, 0.12, 0.09, 0.10, 0.09, -0.04, -0.26, -0.21, -0.16, -0.08, 0.22, 0.13, 0.15, 0.06, 0.06, 0.10, 0.09, 0.12, 0.14, 0.12, 0.09, 0.09, 0.10, 0.00, -0.28, -0.13, -0.22, -0.08, 0.22, 0.14, 0.09, 0.18, 0.07, 0.09, 0.09, 0.15, 0.13, 0.14, 0.10, 0.10, 0.10], "multiplicity": 2, "s2": 0.750, "gap_ev": [2.87, 9.57], "charge": 2}



{"formula": "C43H47N5O4RhS3Sb2", "method": "ωB97M-V/def2-TZVPD", "elements": ["Rh", "C", "C", "C", "Sb", "C", "C", "C", "C", "C", "C", "C", "C", "C", "C", "C", "C", "Sb", "C", "C", "C", "C", "C", "C", "C", "C", "C", "C", "C", "C", "H", "H", "H", "H", "H", "H", "H", "H", "H", "H", "H", "H", "H", "H", "H", "H", "H", "H", "H", "H", "H", "H", "H", "H", "H", "H", "C", "C", "N", "C", "C", "S", "C", "C", "S", "C", "N", "C", "H", "H", "H", "H", "H", "H", "H", "H", "C", "C", "S", "O", "O", "C", "C", "N", "C", "N", "C", "C", "N", "O", "O", "C", "H", "H", "H", "H", "H", "H", "H", "H", "H", "H", "H", "H", "H"], "xyz": [[-0.40204, 0.42277, -0.03376], [0.31006, -3.00923, 0.76017], [1.48303, -2.13916, 1.20813], [1.47915, -1.58098, 2.63467], [-0.19537, -0.27187, 2.87153], [-1.17487, -1.22596, 4.48517], [-0.34577, -1.78224, 5.45808], [-0.90239, -2.33196, 6.60556], [-2.27815, -2.33439, 6.77708], [-3.10187, -1.77886, 5.80782], [-2.55537, -1.21692, 4.66281], [0.12665, 1.65296, 3.68288], [0.14867, 2.75982, 2.83835], [0.21333, 4.03604, 3.37505], [0.25589, 4.20355, 4.75396], [0.22465, 3.10030, 5.59455], [0.14708, 1.81846, 5.06418], [-1.83123, -2.58378, 0.89518], [-3.33207, -1.06360, 0.73035], [-4.39202, -1.51303, -0.06264], [-5.56183, -0.77339, -0.13951], [-5.68677, 0.41246, 0.57113], [-4.64890, 0.84254, 1.38042], [-3.47359, 0.10391, 1.46785], [-2.51426, -3.73066, 2.49363], [-1.63739, -4.41653, 3.33527], [-2.15177, -5.17000, 4.37717], [-3.52690, -5.25729, 4.56119], [-4.39746, -4.58180, 3.71556], [-3.89613, -3.81164, 2.67959], [0.29122, -3.96423, 1.29029], [0.40387, -3.23608, -0.30161], [1.63323, -1.32997, 0.49166], [2.35976, -2.78777, 1.10393], [2.41282, -1.05935, 2.83927], [1.36623, -2.38002, 3.36661], [0.73280, -1.77644, 5.35554], [-0.25519, -2.74976, 7.36546], [-2.70964, -2.76089, 7.67309], [-4.17528, -1.77248, 5.94551], [-3.21972, -0.78889, 3.92496], [0.12160, 2.63758, 1.76098], [0.22704, 4.89968, 2.72220], [0.30658, 5.19912, 5.17403], [0.25136, 3.23501, 6.66750], [0.09583, 0.96573, 5.73006], [-4.32382, -2.44434, -0.61383], [-6.37687, -1.13340, -0.75378], [-6.59280, 0.99898, 0.50022], [-4.74353, 1.76306, 1.94300], [-2.69223, 0.46866, 2.11780], [-0.56339, -4.36096, 3.20729], [-1.48036, -5.69690, 5.04206], [-3.92105, -5.86073, 5.36822], [-5.46647, -4.65927, 3.86177], [-4.57894, -3.27707, 2.03009], [-2.49596, -1.38514, -2.64340], [-1.04922, -1.14710, -2.85511], [-0.21077, -0.64636, -1.96326], [1.07076, -0.53297, -2.48850], [1.18968, -0.96910, -3.76526], [-0.31531, -1.51674, -4.34103], [2.12771, 0.07181, -1.68531], [3.45152, 0.06763, -1.97393], [4.31195, 0.91401, -0.77621], [2.87054, 1.21948, 0.07852], [1.79475, 0.72988, -0.51029], [2.91286, 1.99112, 1.34995], [-2.93966, -0.57749, -2.06673], [-2.64075, -2.33750, -2.12602], [-3.02052, -1.44792, -3.59551], [2.06545, -0.96369, -4.39403], [3.95160, -0.38569, -2.81472], [3.92504, 2.02502, 1.74819], [2.25876, 1.55433, 2.10365], [2.58705, 3.01495, 1.17905], [-7.25526, 3.29472, -3.97479], [-6.18352, 2.21592, -3.92689], [-4.85694, 2.59287, -2.81346], [-5.37817, 3.16613, -1.59662], [-3.99096, 1.43030, -2.70044], [-3.89354, 3.84680, -3.65408], [-3.04931, 4.66537, -2.67865], [-2.49742, 3.86572, -1.56922], [-1.60398, 2.86580, -1.68835], [-1.43638, 2.25089, -0.51513], [-2.25873, 2.87906, 0.38837], [-2.91422, 3.86344, -0.25446], [-3.86442, 4.76681, 0.35376], [-4.27678, 4.41771, 1.43848], [-4.15344, 5.78228, -0.23476], [-0.92805, 2.49762, -2.95690], [-8.04582, 2.98415, -4.65555], [-6.86975, 4.24525, -4.34240], [-7.68640, 3.45424, -2.98912], [-5.71289, 2.02124, -4.89364], [-6.57035, 1.26742, -3.54797], [-4.58405, 4.51952, -4.16252], [-3.30272, 3.32134, -4.40357], [-3.64194, 5.44960, -2.22335], [-2.22349, 5.13492, -3.21006], [-2.30606, 2.63201, 1.43210], [-0.77762, 3.36856, -3.59290], [-1.53407, 1.76805, -3.49986], [0.04680, 2.06574, -2.74161]], "lowdin_charge": [0.98, -0.34, -0.36, -0.33, 1.53, -0.39, -0.14, -0.05, -0.04, -0.05, -0.12, -0.39, -0.20, -0.05, -0.04, -0.04, -0.10, 1.64, -0.41, -0.18, -0.04, -0.03, -0.04, -0.19, -0.40, -0.12, -0.05, -0.03, -0.05, -0.11, 0.05, 0.05, 0.05, 0.13, 0.07, 0.06, 0.10, 0.12, 0.12, 0.12, 0.09, 0.05, 0.12, 0.12, 0.12, 0.10, 0.10, 0.13, 0.13, 0.12, 0.02, 0.09, 0.12, 0.13, 0.12, 0.10, -0.08, -0.62, -0.04, -0.35, -0.29, 1.19, -0.35, -0.29, 1.19, -0.61, -0.04, -0.05, 0.05, 0.06, 0.10, 0.10, 0.10, 0.10, 0.05, 0.10, -0.09, -0.29, 0.67, -0.28, -0.33, -0.18, -0.09, 0.06, -0.31, 0.00, -0.05, -0.13, -0.32, 0.12, 0.13, 0.03, 0.09, 0.08, 0.09, 0.11, 0.11, 0.12, 0.11, 0.12, 0.14, 0.11, 0.10, 0.09, 0.08], "multiplicity": 5, "de_lowest_kcal_mol": 0.0, "s2": 6.012, "gap_ev": [7.60, 5.92], "charge": 3}



{"formula": "C5H15NSi", "method": "ωB97M-V/def2-TZVPD", "elements": ["C", "C", "C", "C", "C", "N", "Si", "H", "H", "H", "H", "H", "H", "H", "H", "H", "H", "H", "H", "H", "H", "H"], "xyz": [[2.46127, -0.03582, -0.04288], [-1.50673, -0.91027, -2.05679], [-1.85474, -1.85648, 0.11076], [0.09802, 1.38237, 2.28903], [1.64719, 1.20276, -0.29753], [-0.97680, -1.09904, -0.76405], [-0.08656, 1.04352, 0.41351], [2.58467, -0.06721, 0.93649], [1.84803, -0.88326, -0.46307], [3.38393, 0.10347, -0.58678], [-2.40785, -0.28103, -1.97667], [-0.77805, -0.47212, -2.73262], [-1.62304, -1.83720, -2.58130], [-2.99008, -1.59697, 0.02883], [-1.71432, -2.85834, -0.27839], [-1.43765, -1.67904, 1.09848], [-0.77556, 1.23915, 2.87747], [0.85098, 0.62510, 2.67448], [0.55897, 2.29816, 2.62342], [1.63906, 1.59088, -1.45472], [2.03239, 2.05742, 0.25371], [-0.95314, 2.03396, -0.07139]], "lowdin_charge": [-0.18, -0.24, -0.23, -0.23, -0.41, -0.27, 0.83, 0.00, 0.08, 0.07, 0.08, 0.06, 0.07, 0.09, 0.06, 0.05, 0.00, 0.04, 0.02, 0.13, 0.05, -0.08], "de_lowest_kcal_mol": 92.8, "gap_ev": 7.52}